{"formula": "H14O7", "method": "ωB97M-V/def2-TZVPD", "e_homo_ev": -11.29, "lumo_energy_ev": 0.5, "gap_ev": 11.83, "de_lowest_kcal_mol": 13.5, "fmax_ev_per_a": 2.94, "energy_ev": -14560.878, "smiles": "O.O.O.O.O.O.O", "multiplicity": 1, "species": ["H", "H", "H", "H", "H", "H", "H", "H", "H", "H", "H", "H", "H", "H", "O", "O", "O", "O", "O", "O", "O"], "coordinates": [[-1.88860, -0.30758, 1.29146], [-2.10828, -0.94155, 2.72899], [-1.63422, 3.17050, -0.34383], [-1.26862, 2.12373, -1.48331], [-1.79111, -0.21978, -0.90348], [-2.57380, 0.93695, -0.24038], [2.49886, 1.00397, -1.64202], [2.41570, -0.37299, -0.78350], [3.15560, -2.24258, 0.13572], [2.29570, -1.35334, 1.11942], [0.50750, 0.29512, -2.02714], [-0.74120, 0.46971, -3.02329], [0.08914, -1.13887, 2.22744], [1.31683, -1.22143, 3.07691], [-1.43484, -0.43664, 2.19171], [-1.99671, 2.61479, -1.06208], [-2.52348, -0.06845, -0.25629], [2.12980, 0.03805, -1.66430], [3.04108, -1.29767, 0.45176], [-0.44019, 0.59376, -2.08669], [0.95085, -1.64571, 2.29291]], "nbo_charge": [0.5164, 0.4799, 0.4761, 0.5055, 0.5051, 0.5069, 0.4780, 0.5175, 0.4854, 0.5172, 0.5241, 0.4855, 0.5134, 0.4670, -1.0053, -0.9822, -0.9909, -1.0012, -0.9843, -1.0230, -0.9911]}


{"formula": "H14O7", "method": "ωB97M-V/def2-TZVPD", "e_homo_ev": -10.90, "lumo_energy_ev": 0.4, "gap_ev": 11.27, "de_lowest_kcal_mol": 18.6, "fmax_ev_per_a": 3.90, "energy_ev": -14560.654, "smiles": "O.O.O.O.O.O.O", "multiplicity": 1, "species": ["H", "H", "H", "H", "H", "H", "H", "H", "H", "H", "H", "H", "H", "H", "O", "O", "O", "O", "O", "O", "O"], "coordinates": [[1.39314, 1.62179, -0.43674], [2.01356, 0.34507, -1.21211], [-0.67525, -0.24211, -1.80890], [-1.34817, 0.45836, -0.59910], [0.45192, -1.91606, -1.47127], [0.99025, -1.65974, -2.79616], [-0.13219, 0.64715, 2.01674], [-1.09261, 1.59409, 2.79286], [1.60231, -0.08071, 1.02001], [0.68752, -1.22467, 1.63343], [-1.25317, -2.89895, 0.89440], [-1.05012, -1.65109, 0.00634], [-1.26767, 2.71117, -0.88520], [-0.78153, 2.07980, 0.52303], [2.01943, 0.88946, -0.36825], [-1.51024, -0.26453, -1.19578], [0.76381, -1.22606, -1.97143], [-0.95464, 1.23534, 1.90571], [1.19798, -0.38905, 1.88816], [-0.52221, -2.32996, 0.52045], [-0.53211, 2.30071, -0.45620]], "nbo_charge": [0.5108, 0.5022, 0.5021, 0.4893, 0.4930, 0.4816, 0.5183, 0.4832, 0.5115, 0.5034, 0.4836, 0.5104, 0.4791, 0.5140, -0.9868, -1.0017, -0.9454, -1.0041, -1.0071, -1.0081, -1.0293]}


{"formula": "H14O7", "method": "ωB97M-V/def2-TZVPD", "e_homo_ev": -11.42, "lumo_energy_ev": 0.5, "gap_ev": 11.88, "de_lowest_kcal_mol": 54.1, "fmax_ev_per_a": 0.31, "energy_ev": -14559.116, "smiles": "O.O.O.O.O.O.O", "multiplicity": 1, "species": ["O", "H", "H", "O", "H", "H", "O", "H", "H", "O", "H", "H", "O", "H", "H", "O", "H", "H", "O", "H", "H"], "coordinates": [[4.49085, 0.20898, -0.25658], [4.31564, -0.61007, -0.71994], [5.43984, 0.21576, -0.13166], [-0.60766, -0.30874, -0.34691], [-0.25570, -0.79421, 0.39920], [-0.08966, 0.49567, -0.37575], [-0.86433, -5.51151, 2.36223], [-0.14714, -5.58189, 2.99224], [-1.53009, -6.11730, 2.68783], [0.87292, 0.63026, -4.68370], [0.37238, 0.38060, -3.90693], [1.56103, -0.03193, -4.74886], [-0.28340, 4.43303, 0.47636], [-0.92126, 4.08780, 1.10101], [-0.77572, 4.53405, -0.33829], [1.58776, 1.83780, 4.42331], [1.27867, 2.53670, 4.99971], [1.80808, 1.11847, 5.01513], [-5.52901, -0.88209, -2.98809], [-5.36006, -0.33184, -2.22330], [-5.36312, -0.30955, -3.73704]], "nbo_charge": [-0.9328, 0.4655, 0.4675, -0.9433, 0.4718, 0.4714, -0.9339, 0.4661, 0.4679, -0.9370, 0.4705, 0.4664, -0.9337, 0.4671, 0.4666, -0.9328, 0.4669, 0.4661, -0.9342, 0.4676, 0.4666]}


{"formula": "H14O7", "method": "ωB97M-V/def2-TZVPD", "e_homo_ev": -11.11, "lumo_energy_ev": 0.0, "gap_ev": 11.12, "de_lowest_kcal_mol": 49.7, "fmax_ev_per_a": 0.48, "energy_ev": -14559.308, "smiles": "O.O.O.O.O.O.O", "multiplicity": 1, "species": ["H", "H", "H", "H", "H", "H", "H", "H", "H", "H", "H", "H", "H", "H", "O", "O", "O", "O", "O", "O", "O"], "coordinates": [[-1.87338, 0.08453, 0.67329], [-1.05014, 0.39459, -0.56614], [0.83402, 4.13053, 2.85754], [0.47318, 2.66414, 3.02941], [0.65547, -1.33686, -1.95863], [1.90809, -0.47690, -1.99667], [0.87438, -0.12757, -4.39415], [-0.14851, 0.08940, -3.29114], [1.06989, 0.17288, 2.59459], [1.31367, 1.36269, 1.68083], [-1.18508, -2.13163, -3.34100], [0.05052, -2.06413, -4.22349], [-2.23325, -1.07074, 3.90164], [-1.12976, -1.58270, 4.81282], [-1.04648, -0.14333, 0.23363], [0.11176, 3.50548, 2.72856], [1.23739, -0.81637, -1.39343], [0.28734, 0.54064, -4.02285], [1.65808, 0.92586, 2.46795], [-0.46014, -2.67123, -3.67609], [-1.34705, -1.44929, 3.88332]], "nbo_charge": [0.4657, 0.4662, 0.4667, 0.4842, 0.4621, 0.4664, 0.4560, 0.4607, 0.4865, 0.4788, 0.4690, 0.4586, 0.4675, 0.4706, -0.9320, -0.9583, -0.9303, -0.9185, -0.9583, -0.9238, -0.9377]}


{"formula": "H14O7", "method": "ωB97M-V/def2-TZVPD", "e_homo_ev": -11.42, "lumo_energy_ev": -0.1, "gap_ev": 11.36, "de_lowest_kcal_mol": 51.4, "fmax_ev_per_a": 0.33, "energy_ev": -14559.234, "smiles": "O.O.O.O.O.O.O", "multiplicity": 1, "species": ["O", "H", "H", "O", "H", "H", "O", "H", "H", "O", "H", "H", "O", "H", "H", "O", "H", "H", "O", "H", "H"], "coordinates": [[2.16390, 2.83022, 22.90913], [1.81116, 2.65300, 23.78114], [2.53948, 3.70811, 22.97604], [1.41828, -0.38895, 27.21251], [1.24065, 0.44063, 27.65577], [2.36994, -0.40808, 27.11143], [0.73884, 6.83431, 20.72762], [0.94830, 6.39300, 19.90444], [-0.21632, 6.89665, 20.73022], [3.22349, 4.87851, 27.48000], [2.78146, 4.20422, 27.99592], [4.14005, 4.60326, 27.46029], [3.41065, 3.67598, 18.94315], [4.32447, 3.81025, 19.19445], [2.97985, 3.38966, 19.74855], [3.10016, 9.41515, 23.64493], [2.88901, 9.46347, 24.57730], [2.48023, 8.77734, 23.29122], [-1.19259, 0.64810, 20.69409], [-0.84518, -0.14017, 20.27676], [-0.41994, 1.18173, 20.87980]], "nbo_charge": [-0.9454, 0.4733, 0.4722, -0.9307, 0.4642, 0.4666, -0.9428, 0.4739, 0.4690, -0.9341, 0.4654, 0.4688, -0.9391, 0.4684, 0.4707, -0.9375, 0.4657, 0.4716, -0.9373, 0.4669, 0.4703]}


{"formula": "H14O7", "method": "ωB97M-V/def2-TZVPD", "e_homo_ev": -8.76, "lumo_energy_ev": -0.3, "gap_ev": 8.49, "de_lowest_kcal_mol": 293.3, "fmax_ev_per_a": 13.04, "energy_ev": -14548.742, "multiplicity": 1, "species": ["O", "H", "H", "O", "H", "H", "O", "H", "H", "O", "H", "H", "O", "H", "H", "O", "H", "H", "O", "H", "H"], "coordinates": [[2.06734, -0.48107, 1.64264], [2.06569, -1.24559, 2.21861], [1.75045, -0.81281, 0.80255], [-1.66645, 1.54173, -1.06012], [-2.48148, 1.50072, -1.56039], [-1.85526, 1.06143, -0.25396], [-0.53775, -2.17385, -0.56330], [0.18841, -2.50123, -1.09409], [-0.19446, -2.15924, 0.33011], [1.47208, -0.46289, -0.39084], [1.87593, -1.23981, -0.77752], [0.56575, -0.48551, -0.69789], [1.12759, 1.50793, -1.24604], [2.05028, 1.57299, -1.49230], [1.06903, 0.69255, -0.74808], [-0.25371, 0.36739, -0.03609], [0.05500, -0.26507, 0.61269], [-1.07238, 0.70435, 0.32788], [-1.88574, 0.80372, 1.02475], [-2.59419, 0.41249, 1.53588], [-1.74615, 1.66170, 1.42551]], "nbo_charge": [-0.9800, 0.4361, 0.4420, -0.9229, 0.4467, 0.4101, -0.9104, 0.4638, 0.4577, -0.9069, 0.4676, 0.5248, -0.9624, 0.4256, 0.4464, -0.9018, 0.4321, 0.4116, -0.8304, 0.5232, 0.5272]}


{"formula": "H14O7", "method": "ωB97M-V/def2-TZVPD", "e_homo_ev": [-13.75, -13.75], "s2": 0.753, "lumo_energy_ev": [-3.4, -10.7], "gap_ev": [10.35, 3.04], "charge": 1, "de_lowest_kcal_mol": 12.5, "fmax_ev_per_a": 4.01, "energy_ev": -14549.466, "multiplicity": 2, "species": ["O", "H", "H", "O", "H", "H", "O", "H", "H", "O", "H", "H", "O", "H", "H", "O", "H", "H", "O", "H", "H"], "coordinates": [[3.10392, -0.96297, 0.68566], [2.29663, -0.52182, 0.95005], [2.80884, -1.72394, 0.18557], [-0.24845, 0.02058, 0.58580], [-1.04449, 0.23125, 0.09776], [0.22015, -0.59780, 0.02521], [-1.93255, 3.42897, 0.27520], [-1.68966, 3.87013, -0.53882], [-2.11606, 2.52667, 0.01364], [0.03264, 2.73298, 1.84853], [0.15183, 1.82729, 1.56263], [-0.74570, 3.03249, 1.37871], [1.34980, -3.08025, 0.71113], [1.91547, -3.63321, 1.25011], [0.61156, -3.64439, 0.48097], [1.05718, -1.77414, -1.92734], [1.93376, -2.14744, -2.01954], [0.56875, -2.42892, -1.42841], [-2.50521, 1.08391, -1.11381], [-2.54972, 1.30006, -2.04523], [-3.21875, 0.46054, -0.97775]], "nbo_charge": [-0.9319, 0.4526, 0.4772, -0.9887, 0.4922, 0.5150, -0.9177, 0.5081, 0.5078, -0.1680, 0.5201, 0.4990, -0.9699, 0.4965, 0.4762, -0.9456, 0.4851, 0.4651, -0.9852, 0.5077, 0.5043]}


{"formula": "H14O7", "method": "ωB97M-V/def2-TZVPD", "e_homo_ev": [-14.87, -13.86], "s2": 0.756, "lumo_energy_ev": [-3.4, -11.3], "gap_ev": [11.52, 2.56], "charge": 1, "de_lowest_kcal_mol": 29.7, "fmax_ev_per_a": 3.06, "energy_ev": -14548.719, "multiplicity": 2, "species": ["O", "H", "H", "O", "H", "H", "O", "H", "H", "O", "H", "H", "O", "H", "H", "O", "H", "H", "O", "H", "H"], "coordinates": [[-10.23362, 20.53458, 0.12633], [-10.53165, 21.02623, -0.63897], [-10.85175, 20.76977, 0.81830], [-10.55556, 22.58328, -6.05192], [-9.67555, 22.51450, -6.42218], [-10.95233, 21.72770, -6.21561], [-11.76254, 25.02850, -6.62376], [-11.41033, 24.19978, -6.29911], [-11.45814, 25.08013, -7.52980], [-10.13637, 22.49059, -3.23792], [-10.10328, 22.68468, -4.17465], [-11.07019, 22.47983, -3.02791], [-13.30949, 22.23537, -1.74243], [-13.40278, 21.37758, -1.32803], [-14.13774, 22.37088, -2.20271], [-8.83150, 24.57523, -2.33102], [-7.88875, 24.43697, -2.42238], [-9.22713, 23.79266, -2.71480], [-9.33457, 19.36952, -2.57241], [-8.96925, 20.05046, -2.00752], [-8.66512, 18.68553, -2.58749]], "nbo_charge": [-0.8977, 0.4607, 0.4824, -0.9718, 0.4972, 0.5079, -0.8016, 0.4836, 0.4759, -0.9454, 0.5046, 0.5169, -0.9628, 0.4793, 0.4857, -0.3981, 0.4901, 0.4962, -0.8573, 0.4721, 0.4821]}


{"formula": "H15NO6", "method": "ωB97M-V/def2-TZVPD", "e_homo_ev": -9.97, "lumo_energy_ev": 0.5, "gap_ev": 10.45, "de_lowest_kcal_mol": 25.5, "fmax_ev_per_a": 0.77, "energy_ev": -14018.732, "smiles": "N.O.O.O.O.O.O", "multiplicity": 1, "species": ["N", "H", "H", "H", "H", "H", "O", "H", "H", "O", "H", "H", "O", "H", "H", "O", "H", "H", "O", "H", "H", "O"], "coordinates": [[0.57296, -0.86501, -2.97432], [0.68244, 0.08691, -2.65070], [1.46295, -1.34335, -2.93592], [0.26174, -0.79902, -3.93735], [4.36283, 2.52395, 0.90705], [4.74431, 3.44219, -0.27775], [4.19595, 3.38621, 0.51538], [-2.17954, 0.89617, -0.85885], [-3.35950, -0.00650, -0.71552], [-3.03890, 0.72515, -1.27770], [-1.20133, -1.98607, -1.37355], [-0.64157, -3.11467, -0.38506], [-1.35076, -2.48878, -0.56305], [2.61782, -1.28238, 4.68318], [1.19975, -0.92789, 4.89777], [1.92535, -0.73527, 4.28842], [-3.33879, -1.48409, 1.50805], [-2.14300, -1.43455, 0.54541], [-2.82373, -0.86612, 0.97775], [-0.68599, 1.56922, 0.46088], [-0.68614, 2.82962, -0.38439], [-0.57685, 1.87427, -0.44974]], "nbo_charge": [-1.0943, 0.3753, 0.3586, 0.3643, 0.4708, 0.4692, -0.9399, 0.4749, 0.4823, -0.9809, 0.5173, 0.4881, -0.9780, 0.4636, 0.4656, -0.9290, 0.4698, 0.5007, -0.9925, 0.4802, 0.4808, -0.9470]}


{"formula": "H15O8", "method": "ωB97M-V/def2-TZVPD", "e_homo_ev": -5.59, "lumo_energy_ev": 3.3, "gap_ev": 8.94, "charge": -1, "de_lowest_kcal_mol": 27.4, "fmax_ev_per_a": 1.97, "energy_ev": -16625.938, "multiplicity": 1, "species": ["O", "H", "O", "H", "H", "O", "H", "H", "O", "H", "H", "O", "H", "H", "O", "H", "H", "O", "H", "H", "O", "H", "H"], "coordinates": [[1.81840, 0.02518, -1.69727], [2.31122, 0.53249, -1.06089], [-0.13442, -2.65226, -0.54117], [-0.93681, -2.15817, -0.81394], [0.52467, -2.03608, -0.88352], [2.65012, 1.27700, 0.72450], [1.66255, 1.17834, 0.86574], [3.17335, 0.60905, 1.18890], [-0.66237, 1.62859, -1.47560], [2.20124, -0.85146, -1.53846], [-0.28940, 1.71269, -0.52918], [-0.03397, 0.97241, 1.08405], [-1.95219, 1.01265, 1.25976], [-0.44481, 0.17384, 0.66068], [-2.26621, -0.74440, -1.13540], [-1.84157, 0.12670, -1.11043], [0.08904, 1.29196, -1.94702], [-2.85522, 1.49964, 1.19994], [-2.72726, 2.07502, 0.42751], [-2.79548, -0.64801, -0.30054], [1.06991, -1.98594, 2.11259], [0.93499, -1.00927, 2.17315], [0.50423, -2.02996, 1.33660]], "nbo_charge": [-0.9744, 0.5019, -0.9770, 0.5036, 0.4648, -1.0349, 0.5351, 0.4658, -1.0313, 0.4573, 0.5191, -1.2713, 0.5084, 0.4094, -0.9930, 0.5071, 0.4822, -1.0028, 0.4660, 0.4791, -0.9804, 0.4847, 0.4807]}